Entry 1:
{"formula": "C6H9NO4", "method": "ωB97M-V/def2-TZVPD", "species": ["C", "C", "C", "C", "C", "C", "H", "H", "H", "H", "H", "H", "H", "H", "H", "N", "O", "O", "O", "O"], "xyz": [[-0.925325, -1.815876, -1.499570], [-0.992091, -0.923118, 0.744516], [-0.573057, 0.346915, 1.353132], [-1.893993, 0.090547, 0.032265], [1.477585, 0.714807, 0.002891], [3.019328, 1.145033, 0.042103], [-2.105763, -1.776262, -0.988652], [-1.196905, -0.659863, -1.788343], [-0.429557, -2.491464, -2.148864], [-1.299930, -1.713437, 1.563324], [-0.773929, 0.094743, 2.353384], [-1.494073, 2.144043, 0.290838], [3.638940, 0.194710, 0.568353], [3.133385, 2.137584, 0.702499], [3.067327, 1.135530, -1.130995], [-1.397456, 1.206060, 0.719346], [-0.081689, -1.495078, -0.174194], [-2.833158, 0.108233, -0.859582], [0.943205, 0.519971, 1.162447], [0.717156, 1.036921, -0.944898]], "atomic_forces_ev_per_a": [[-3.67, 5.96, 4.65], [-0.16, -2.26, -1.39], [6.88, -0.59, 2.17], [-6.69, 2.10, -3.80], [-1.81, 4.23, -2.30], [-0.88, -2.71, 0.13], [3.14, -2.21, -2.15], [1.86, -3.23, -0.99], [0.13, -0.60, -0.21], [-0.18, 1.53, -1.90], [0.80, 1.43, 2.18], [0.78, -0.86, 1.07], [-1.47, 2.86, -1.60], [-0.23, -2.29, -1.98], [1.19, 0.74, 2.39], [-3.27, -0.53, -3.32], [-1.58, -1.02, -1.55], [3.83, -0.10, 4.08], [-1.44, -1.14, 3.55], [2.75, -1.32, 0.97]], "mulliken_charge": [-0.6423, 0.1585, -0.1692, 0.2033, 0.8094, -0.8698, 0.3020, 0.2928, 0.3157, 0.2343, 0.4895, 0.3448, 0.2423, 0.2542, 0.3094, -0.2304, -0.4486, -0.6433, -0.3618, -0.5907], "e_tot_ha": -589.5168, "total_charge": 0, "lumo_energy_ha": 0.020, "e_homo_ev": -9.73, "gap_ev": 10.3}


Entry 2:
{"formula": "C9H13FO4", "method": "ωB97M-V/def2-TZVPD", "species": ["C", "C", "C", "C", "C", "C", "C", "C", "C", "O", "O", "O", "O", "F", "H", "H", "H", "H", "H", "H", "H", "H", "H", "H", "H", "H", "H"], "xyz": [[0.246554, 1.119559, 0.101292], [0.466034, -2.589387, -1.501034], [-0.042693, 0.229266, -2.229110], [-0.084399, 1.421029, -1.259536], [-1.089114, -1.013174, -2.159321], [0.488465, -3.893505, -0.701955], [-2.552139, -0.617770, -2.307166], [2.124846, 2.415006, 2.572698], [0.713909, 2.053681, 2.247198], [0.564680, 0.014735, 0.500718], [1.415936, -2.069713, -2.033021], [0.432247, 2.266929, 0.835291], [-0.818250, -2.145562, -1.544096], [-1.015999, 2.403327, -1.430857], [-0.115575, 0.400700, -3.323495], [0.873135, -0.241009, -2.161705], [0.211749, -3.764125, 0.258977], [1.481023, -4.210406, -0.725948], [-0.112921, -4.712705, -1.175095], [-3.211982, -1.441588, -1.871283], [-2.554377, -0.689573, -3.437221], [-2.896560, 0.351477, -1.980783], [2.879744, 1.938010, 1.819011], [2.310180, 3.411187, 2.564563], [2.271497, 2.152473, 3.519645], [0.143411, 2.812843, 2.690909], [0.514854, 1.024259, 2.451654]], "atomic_forces_ev_per_a": [[1.93, 0.96, 1.55], [0.50, -1.30, 0.40], [-2.30, -0.29, -1.19], [-2.17, -1.65, -1.75], [-0.16, 4.77, 0.33], [-0.12, -0.24, -3.86], [0.43, -2.90, -1.10], [0.88, -2.43, -4.90], [0.91, 0.47, -1.84], [-0.51, 0.20, -0.22], [-0.81, -0.75, 0.34], [-0.62, -1.08, -0.32], [0.29, -0.77, 0.78], [0.91, -0.63, -0.17], [-0.03, 1.12, 0.70], [1.98, -0.40, 0.51], [-1.20, 0.57, 3.14], [1.71, -0.61, 0.07], [0.22, 0.99, 0.31], [0.74, 1.14, -0.70], [-1.09, 0.39, 0.94], [0.36, 0.31, 0.17], [-1.28, 0.53, 1.64], [0.27, 3.26, -0.47], [1.12, -1.65, 3.96], [-1.51, 0.36, 1.10], [-0.47, -0.38, 0.59]], "mulliken_charge": [0.7449, 0.9050, -0.9479, 0.0857, 0.5329, -1.3289, -1.1535, -1.1845, -0.2724, -0.6277, -0.5878, -0.3040, -0.2849, -0.2654, 0.4973, 0.5215, 0.3634, 0.4239, 0.3025, 0.2942, 0.2744, 0.3050, 0.2497, 0.3835, 0.4300, 0.2711, 0.3722], "e_tot_ha": -751.4043, "total_charge": 0, "lumo_energy_ha": [-0.030, 0.020], "e_homo_ev": [-7.31, -8.70], "gap_ev": [6.5, 9.3]}